{
  "formula": "C34H45BrF3N2O9PPdS2",
  "method": "wB97M-V/def2-TZVPD",
  "spin_multiplicity": 3,
  "total_charge": -2,
  "e_above_lowest_kcal_mol": 17.2,
  "species": ["Pd", "C", "C", "C", "C", "C", "C", "C", "S", "O", "O", "N", "C", "C", "O", "O", "H", "H", "H", "H", "H", "H", "H", "H", "H", "Br", "C", "C", "N", "C", "C", "C", "C", "O", "O", "H", "H", "H", "C", "C", "C", "C", "C", "C", "P", "C", "C", "C", "C", "C", "C", "C", "C", "C", "C", "C", "C", "H", "H", "H", "H", "H", "H", "H", "H", "H", "H", "H", "H", "H", "H", "H", "H", "H", "H", "H", "H", "H", "H", "H", "H", "H", "H", "H", "H", "H", "H", "H", "H", "H", "F", "C", "F", "F", "S", "O", "O", "O"],
  "xyz": [[-0.18, 0.78, -0.21], [-2.26, 0.00, -8.02], [-2.26, -0.04, -6.51], [-2.96, -1.04, -5.84], [-2.94, -1.11, -4.45], [-2.23, -0.16, -3.73], [-1.53, 0.84, -4.38], [-1.56, 0.90, -5.77], [-2.19, -0.23, -1.95], [-2.11, 1.17, -1.53], [-3.38, -0.94, -1.55], [-0.86, -0.96, -1.49], [0.18, -1.30, -2.45], [1.30, -0.25, -2.59], [2.28, -0.58, -3.29], [1.15, 0.86, -2.00], [-3.24, -0.25, -8.42], [-1.54, -0.71, -8.43], [-1.99, 1.00, -8.38], [-3.52, -1.78, -6.40], [-3.49, -1.87, -3.92], [-0.98, 1.57, -3.80], [-1.02, 1.69, -6.28], [-0.20, -1.45, -3.46], [0.64, -2.25, -2.16], [-5.10, 4.13, 5.30], [-4.58, 3.19, 3.72], [-5.36, 3.32, 2.58], [-5.06, 2.70, 1.44], [-3.97, 1.93, 1.42], [-3.15, 1.74, 2.53], [-3.46, 2.39, 3.71], [-1.91, 0.86, 2.46], [-1.22, 0.76, 3.48], [-1.71, 0.30, 1.34], [-6.24, 3.96, 2.58], [-3.72, 1.44, 0.49], [-2.82, 2.26, 4.57], [5.24, -2.23, -0.53], [5.31, -0.71, -0.70], [3.95, -0.03, -0.46], [3.16, -0.79, 0.62], [2.80, -2.19, 0.07], [3.84, -2.73, -0.91], [1.65, 0.06, 1.24], [2.20, 1.47, 2.31], [3.34, 1.18, 3.32], [4.59, 1.99, 3.02], [4.31, 3.49, 3.11], [2.94, 3.85, 2.48], [2.48, 2.76, 1.52], [0.84, -1.11, 2.42], [-0.05, -2.15, 1.73], [-1.12, -2.61, 2.73], [-0.57, -2.68, 4.17], [0.93, -2.97, 4.14], [1.69, -1.78, 3.52], [5.44, -2.51, 0.51], [6.01, -2.72, -1.14], [5.64, -0.47, -1.72], [6.07, -0.30, -0.02], [3.37, -0.02, -1.38], [4.11, 1.00, -0.18], [3.82, -0.93, 1.49], [1.83, -2.14, -0.43], [2.68, -2.88, 0.91], [3.59, -2.39, -1.92], [3.81, -3.82, -0.92], [1.27, 1.67, 2.86], [3.59, 0.12, 3.36], [2.99, 1.44, 4.33], [4.95, 1.74, 2.01], [5.40, 1.71, 3.70], [5.11, 4.05, 2.62], [4.32, 3.79, 4.17], [2.99, 4.81, 1.96], [2.18, 3.97, 3.26], [3.23, 2.62, 0.75], [1.57, 3.08, 1.02], [0.15, -0.41, 2.90], [0.55, -3.01, 1.41], [-0.53, -1.75, 0.85], [-1.50, -3.60, 2.43], [-1.96, -1.92, 2.69], [-1.10, -3.43, 4.75], [-0.73, -1.71, 4.66], [1.10, -3.88, 3.54], [1.32, -3.17, 5.14], [2.65, -2.13, 3.14], [1.89, -1.06, 4.30], [0.17, 3.84, -1.63], [-0.84, 4.52, -1.07], [-1.97, 4.10, -1.63], [-0.68, 5.82, -1.41], [-0.85, 4.31, 0.77], [0.19, 5.21, 1.21], [-2.20, 4.66, 1.14], [-0.51, 2.90, 0.94]]
}

{
  "formula": "C34H45N5OPdSi",
  "method": "wB97M-V/def2-TZVPD",
  "spin_multiplicity": 5,
  "total_charge": 2,
  "e_above_lowest_kcal_mol": 18.4,
  "species": ["Pd", "C", "C", "C", "C", "C", "C", "C", "C", "C", "C", "C", "C", "N", "C", "C", "C", "C", "C", "N", "C", "C", "C", "C", "H", "H", "H", "H", "H", "H", "H", "H", "H", "H", "H", "H", "H", "H", "H", "H", "H", "H", "H", "H", "H", "H", "H", "H", "H", "H", "H", "H", "H", "C", "Si", "C", "C", "O", "H", "H", "H", "H", "H", "H", "H", "H", "H", "N", "C", "C", "C", "C", "C", "C", "C", "N", "C", "C", "N", "C", "H", "H", "H", "H", "H", "H", "H"],
  "xyz": [[0.43, 0.14, -0.12], [-2.08, 0.95, 3.41], [-2.55, 2.40, 3.29], [-4.03, 2.48, 2.90], [-1.61, 3.38, 2.56], [-1.55, 4.65, 3.12], [-0.57, 5.56, 2.76], [0.44, 5.18, 1.89], [0.43, 3.93, 1.29], [1.60, 3.58, 0.39], [1.21, 3.51, -1.09], [2.32, 2.34, 0.93], [-0.67, 3.07, 1.53], [-0.86, 1.94, 0.72], [-2.10, 1.71, 0.34], [-2.47, 0.51, -0.27], [-3.76, 0.06, -0.67], [-3.60, -1.21, -1.10], [-2.18, -1.55, -0.96], [-1.53, -0.50, -0.47], [-1.63, -2.90, -1.27], [-0.11, -2.98, -1.18], [-2.25, -3.88, -0.25], [-2.08, -3.29, -2.70], [-2.58, 0.49, 4.26], [-1.00, 0.88, 3.59], [-2.32, 0.33, 2.54], [-2.49, 2.78, 4.31], [-4.28, 1.80, 2.08], [-4.33, 3.49, 2.61], [-4.65, 2.18, 3.75], [-2.26, 4.90, 3.90], [-0.56, 6.54, 3.22], [1.25, 5.86, 1.68], [2.31, 4.40, 0.47], [0.46, 2.74, -1.28], [2.08, 3.31, -1.71], [0.77, 4.46, -1.41], [1.60, 1.54, 1.14], [2.78, 2.55, 1.90], [3.09, 1.99, 0.25], [-2.87, 2.45, 0.53], [-4.67, 0.64, -0.62], [-4.36, -1.88, -1.46], [0.25, -2.75, -0.17], [0.38, -2.31, -1.89], [0.20, -4.00, -1.41], [-1.93, -3.65, 0.76], [-1.93, -4.89, -0.49], [-3.34, -3.86, -0.28], [-1.72, -2.56, -3.43], [-3.16, -3.36, -2.78], [-1.66, -4.26, -2.95], [3.01, -2.11, 3.24], [3.18, -1.83, 1.37], [3.01, -3.74, 0.81], [4.81, -1.16, 0.86], [1.87, -1.17, 0.76], [3.87, -2.69, 3.56], [2.08, -2.61, 3.47], [3.04, -1.10, 3.67], [3.87, -4.19, 1.31], [3.09, -3.68, -0.27], [2.06, -4.12, 1.17], [5.61, -1.87, 1.07], [5.03, -0.24, 1.41], [4.84, -0.92, -0.21], [0.34, 4.12, -10.06], [0.54, 3.61, -9.05], [0.78, 2.98, -7.78], [0.06, 3.37, -6.65], [0.29, 2.77, -5.43], [1.24, 1.77, -5.35], [1.97, 1.36, -6.45], [1.74, 1.98, -7.67], [1.48, 1.12, -4.08], [2.68, 0.64, -3.62], [2.43, 0.11, -2.39], [1.09, 0.26, -2.11], [0.55, 0.88, -3.14], [-0.68, 4.16, -6.74], [-0.24, 3.11, -4.56], [2.69, 0.56, -6.39], [2.30, 1.67, -8.55], [3.59, 0.72, -4.18], [3.11, -0.37, -1.71], [-0.49, 1.11, -3.26]]
}